Formula: C51H40BrCl4F3N2O4SSbW
Source: OMol25
Level of theory: ωB97M-V/def2-TZVPD

As for the molar mass: 1361.3 g mol⁻¹. For the energy above the lowest of the compared OMol25 structures with the same formula, charge and spin, the calculation gives 1.420 eV. For the HOMO energy, the calculation gives -10.42 eV. The calculation puts the HOMO-LUMO gap at 0.196 Ha. Its total energy is -212185.025 eV.

ORCA input file:
```
! RIJCOSX wB97M-V def2-TZVPD def2/J DEFGRID3
* xyz 1 1
W 0.266 0.602 0.310
C -1.638 -1.281 -3.097
C -0.237 -1.817 -2.953
C 0.051 -3.107 -3.388
C 1.346 -3.592 -3.380
C 2.388 -2.756 -3.017
C 2.154 -1.443 -2.625
C 3.329 -0.511 -2.475
C 0.826 -1.022 -2.523
N 0.556 0.332 -2.065
C 0.573 1.222 -2.988
C 0.787 0.915 -4.439
C 0.491 2.682 -2.665
C 0.200 3.646 -3.776
N 0.745 3.000 -1.465
C 0.960 4.377 -1.129
C -0.083 5.273 -0.887
C -1.533 4.910 -1.044
C 0.255 6.564 -0.488
C 1.574 6.952 -0.349
C 2.593 6.056 -0.640
C 2.305 4.761 -1.039
C 3.397 3.801 -1.413
H -2.384 -1.938 -2.649
H -1.897 -1.206 -4.156
H -1.764 -0.298 -2.653
H -0.756 -3.730 -3.753
H 1.549 -4.607 -3.698
H 3.410 -3.111 -3.072
H 3.737 -0.293 -3.465
H 4.129 -0.977 -1.898
H 3.073 0.437 -2.008
H 0.884 -0.144 -4.645
H 1.687 1.428 -4.784
H -0.047 1.321 -5.014
H -0.793 3.433 -4.180
H 0.913 3.558 -4.595
H 0.219 4.667 -3.408
H -1.678 4.063 -1.711
H -2.090 5.758 -1.442
H -1.972 4.637 -0.083
H -0.541 7.272 -0.293
H 1.813 7.959 -0.034
H 3.627 6.366 -0.562
H 4.373 4.207 -1.156
H 3.395 3.604 -2.490
H 3.269 2.850 -0.900
O 0.841 0.173 2.278
C -0.224 0.712 2.734
O -1.191 0.692 1.917
C -0.150 1.734 3.773
C -0.316 1.668 5.143
C -0.138 2.826 5.882
C 0.215 4.008 5.240
C 0.401 4.058 3.867
C 0.214 2.909 3.105
S 0.488 2.947 1.358
H -0.584 0.733 5.617
H -0.271 2.810 6.954
H 0.359 4.909 5.822
H 0.696 4.981 3.385
Cl 5.525 -3.544 1.392
C 4.561 -2.158 1.076
C 5.109 -0.880 1.188
Cl 6.749 -0.685 1.651
C 4.334 0.253 0.919
Cl 4.967 1.839 1.058
C 3.021 0.065 0.535
O 2.162 1.036 0.166
C 2.460 -1.197 0.475
O 1.141 -1.173 0.179
C 3.219 -2.325 0.724
Cl 2.505 -3.873 0.567
F -7.713 -2.492 -0.326
C -6.399 -2.314 -0.146
C -5.692 -3.260 0.574
C -4.333 -3.067 0.754
C -3.696 -1.940 0.230
C -4.437 -1.012 -0.494
C -5.798 -1.195 -0.688
Sb -1.605 -1.841 0.561
C -1.209 -3.848 -0.016
C -1.839 -4.373 -1.140
C -1.722 -5.713 -1.470
C -0.973 -6.530 -0.645
F -0.851 -7.826 -0.954
C -0.373 -6.057 0.506
C -0.505 -4.713 0.818
C -1.519 -2.062 2.665
C -2.639 -1.781 3.445
C -2.568 -1.825 4.829
C -1.359 -2.144 5.417
F -1.278 -2.173 6.755
C -0.223 -2.416 4.677
C -0.311 -2.367 3.294
H -6.203 -4.125 0.974
H -3.769 -3.811 1.306
H -3.964 -0.136 -0.912
H -6.393 -0.487 -1.247
H -2.471 -3.752 -1.758
H -2.213 -6.131 -2.338
H 0.173 -6.736 1.146
H -0.057 -4.362 1.733
H -3.582 -1.522 2.979
H -3.428 -1.614 5.449
H 0.705 -2.651 5.181
H 0.588 -2.539 2.714
Br -1.892 1.478 -0.690
*
```

Formula: C51H41BrIN10O3Sn
Source: OMol25
Level of theory: ωB97M-V/def2-TZVPD

As for the molar mass: 1167.5 g mol⁻¹. For the energy above the lowest of the compared OMol25 structures with the same formula, charge and spin, the calculation gives 4.375 eV. For the HOMO energy, the calculation gives -4.26 eV. The calculation puts the HOMO-LUMO gap at 0.220 Ha. Its total energy is -158567.403 eV.

ORCA input file:
```
! RIJCOSX wB97M-V def2-TZVPD def2/J DEFGRID3
* xyz -1 1
Sn 1.738 -1.503 -0.964
O 2.203 -3.566 3.369
C 1.820 -2.769 2.471
N 2.226 -2.560 1.181
C 3.240 -3.541 0.726
C 4.428 -2.859 0.107
C 5.173 -1.843 0.688
C 6.356 -1.447 0.068
C 6.770 -2.053 -1.123
C 5.919 -3.037 -1.657
N 4.776 -3.385 -1.080
C 0.661 -1.822 2.884
C -0.214 -2.517 3.721
C -1.545 -2.100 4.049
C -1.953 -0.818 4.114
C -1.181 0.437 4.161
N 0.516 -0.570 2.417
H 2.832 -4.284 0.083
H 3.675 -4.026 1.610
H 4.962 -1.468 1.681
H 6.891 -0.640 0.510
H 7.632 -1.617 -1.663
H 6.115 -3.598 -2.542
H 0.054 -3.556 3.815
H -2.303 -2.910 4.173
H -3.024 -0.656 4.258
H -0.792 0.612 5.190
C -3.885 1.098 -4.656
C -2.983 1.023 -3.469
C -2.224 2.116 -3.083
C -1.256 2.042 -2.070
C -0.743 0.840 -1.490
N 0.275 0.769 -0.625
C 1.127 1.852 -0.478
C 1.730 2.405 -1.659
C 2.557 3.515 -1.687
C 2.928 4.094 -0.467
C 3.705 5.374 -0.403
C 2.526 3.516 0.725
C 1.530 2.491 0.794
N 1.176 2.026 2.057
C 1.950 1.897 3.183
C 1.390 1.082 4.057
C 0.175 0.509 3.296
N -0.105 1.568 2.342
C -1.610 -0.305 -1.924
C -2.690 -0.176 -2.805
N -1.482 -1.606 -1.273
C -2.532 -2.546 -1.129
C -2.065 -3.677 -0.449
C -0.743 -3.305 -0.060
N -0.351 -2.126 -0.629
H -3.940 2.145 -4.951
H -3.521 0.503 -5.498
H -4.886 0.770 -4.353
H -2.451 3.125 -3.440
H -0.784 2.975 -1.838
H 1.492 1.843 -2.593
H 2.868 3.843 -2.698
H 3.827 5.752 -1.405
H 3.180 6.157 0.133
H 4.669 5.338 0.064
H 2.779 3.928 1.725
H 2.982 2.307 3.216
H 1.773 0.769 5.015
H 0.862 -0.328 1.460
H -3.301 -1.039 -2.983
H -3.530 -2.369 -1.515
H -2.691 -4.549 -0.155
H -0.011 -4.018 0.365
Br -2.927 7.763 0.712
C -2.216 6.216 1.504
C -2.013 6.108 2.903
C -1.454 4.940 3.406
C -1.184 3.850 2.574
C -1.520 3.890 1.218
C -2.092 5.006 0.722
N -0.804 2.574 3.159
C -1.912 1.768 3.816
C -3.206 1.646 2.982
C -3.344 0.683 1.938
C -4.628 0.487 1.438
C -5.695 1.142 2.002
C -5.458 2.028 3.062
N -4.283 2.226 3.589
H -2.208 6.995 3.551
H -1.365 4.802 4.489
H -1.282 3.049 0.539
H -2.455 5.109 -0.309
H -2.101 2.433 4.677
H -2.515 0.110 1.603
H -4.748 -0.322 0.719
H -6.719 0.941 1.640
H -6.322 2.533 3.627
I 0.486 -7.935 -7.436
C 0.313 -6.344 -6.000
C 0.656 -4.984 -6.349
C 0.836 -4.026 -5.405
C 0.626 -4.292 -4.045
C 0.167 -5.598 -3.754
C -0.161 -6.524 -4.707
C 1.104 -3.221 -3.113
O 0.828 -2.039 -3.480
O 1.730 -3.555 -1.988
H 0.785 -4.746 -7.389
H 1.179 -3.049 -5.743
H -0.199 -5.764 -2.739
H -0.596 -7.433 -4.299
*
```

Formula: C51H41F3N5O4P2RbS
Source: OMol25
Level of theory: ωB97M-V/def2-TZVPD

As for the molar mass: 1024.4 g mol⁻¹. For the energy above the lowest of the compared OMol25 structures with the same formula, charge and spin, the calculation gives 0.519 eV. For the HOMO energy, the calculation gives -1.33 eV. The calculation puts the HOMO-LUMO gap at 0.181 Ha. Its total energy is -107418.422 eV.

ORCA input file:
```
! RIJCOSX wB97M-V def2-TZVPD def2/J DEFGRID3
* xyz -2 1
Rb -0.963 1.444 1.965
N 4.157 4.066 1.020
C 2.899 3.467 0.923
S 2.579 2.207 2.024
N 2.198 3.990 -0.068
N 0.940 3.503 -0.230
C 0.315 3.953 -1.262
C 0.934 4.870 -2.266
C 2.078 4.498 -2.972
C 2.627 5.336 -3.929
C 2.049 6.573 -4.191
C 0.916 6.958 -3.490
C 0.362 6.109 -2.541
C -1.103 3.557 -1.484
C -1.670 3.623 -2.760
C -2.992 3.242 -2.934
C -3.711 2.786 -1.845
C -3.059 2.727 -0.619
N -1.806 3.122 -0.435
H 4.570 3.947 1.930
H 4.171 5.005 0.648
H 2.536 3.543 -2.751
H 3.513 5.027 -4.470
H 2.481 7.231 -4.937
H 0.458 7.921 -3.683
H -0.529 6.406 -2.000
H -1.077 3.957 -3.601
H -3.441 3.277 -3.920
H -4.731 2.435 -1.931
H -3.568 2.320 0.249
O -0.589 -0.994 2.695
P 0.252 -2.174 2.403
C 1.934 -1.750 1.809
P 1.941 -1.133 0.097
O 0.792 -0.263 -0.227
C 3.548 -0.364 -0.181
C 4.744 -0.847 0.335
C 5.932 -0.176 0.077
C 5.919 0.982 -0.686
C 4.723 1.476 -1.188
C 3.539 0.806 -0.936
C 1.957 -2.625 -0.946
C 2.975 -3.575 -0.927
C 2.919 -4.676 -1.769
C 1.848 -4.828 -2.641
C 0.833 -3.883 -2.664
C 0.884 -2.786 -1.815
C -0.446 -3.292 1.185
C -1.631 -2.877 0.584
C -2.219 -3.692 -0.379
C -1.625 -4.889 -0.744
C -0.426 -5.289 -0.159
C 0.165 -4.491 0.804
C 0.600 -3.098 3.935
C 0.327 -4.444 4.151
C 0.594 -5.024 5.385
C 1.131 -4.263 6.412
C 1.387 -2.913 6.211
C 1.118 -2.333 4.982
H 2.595 -2.614 1.918
H 2.302 -0.936 2.444
H 4.757 -1.728 0.968
H 6.861 -0.544 0.495
H 6.842 1.522 -0.863
H 4.705 2.413 -1.730
H 2.588 1.214 -1.260
H 3.824 -3.454 -0.263
H 3.714 -5.412 -1.750
H 1.806 -5.687 -3.300
H -0.012 -3.998 -3.333
H 0.089 -2.053 -1.806
H -2.124 -1.932 0.852
H -3.147 -3.367 -0.834
H -2.089 -5.514 -1.499
H 0.052 -6.211 -0.467
H 1.116 -4.787 1.234
H -0.121 -5.039 3.368
H 0.369 -6.072 5.545
H 1.334 -4.717 7.374
H 1.782 -2.306 7.016
H 1.282 -1.271 4.838
C -1.193 -0.499 -3.896
C -2.349 -1.213 -4.178
C -3.343 -1.288 -3.220
C -3.178 -0.636 -1.987
N -2.037 0.007 -1.710
C -1.088 0.076 -2.635
C -4.259 -0.620 -0.960
C -5.581 -0.654 -1.432
C -6.642 -0.644 -0.542
C -6.365 -0.603 0.822
C -5.046 -0.562 1.262
C -3.917 -0.560 0.413
H -0.388 -0.406 -4.614
H -2.473 -1.711 -5.135
H -4.248 -1.851 -3.413
H -0.189 0.607 -2.339
H -5.793 -0.653 -2.500
H -7.666 -0.650 -0.903
H -7.185 -0.587 1.537
H -4.888 -0.504 2.339
F -1.090 2.596 6.616
C -2.164 3.151 6.007
F -3.248 2.585 6.576
F -2.181 4.456 6.392
C -2.109 3.018 4.440
O -1.017 3.358 3.960
O -3.146 2.598 3.910
*
```

Formula: C51H42BrN2O3P2Ti
Source: OMol25
Level of theory: ωB97M-V/def2-TZVPD

As for the molar mass: 920.6 g mol⁻¹. For the HOMO energy, the calculation gives -15.99 eV. The calculation puts the HOMO-LUMO gap at 0.235 Ha. Its total energy is -174406.329 eV.

ORCA input file:
```
! RIJCOSX wB97M-V def2-TZVPD def2/J DEFGRID3
* xyz 3 1
Ti -0.664 0.042 -0.353
C -4.319 1.748 -5.584
C -4.543 0.847 -4.357
C -5.957 0.239 -4.399
C -3.519 -0.265 -4.356
C -3.491 -1.155 -5.431
C -2.581 -2.191 -5.533
C -1.650 -2.362 -4.529
C -1.663 -1.506 -3.426
P -0.342 -1.649 -2.258
C 1.203 -1.362 -3.135
C 2.206 -2.330 -3.183
C 3.376 -2.069 -3.887
C 3.544 -0.856 -4.535
C 2.537 0.106 -4.498
C 1.371 -0.145 -3.801
C -0.282 -3.278 -1.504
C -1.163 -4.294 -1.866
C -1.085 -5.532 -1.239
C -0.143 -5.752 -0.246
C 0.727 -4.734 0.133
C 0.657 -3.501 -0.493
C -2.582 -0.463 -3.353
O -2.488 0.384 -2.218
C -3.437 1.435 -2.123
C -3.367 2.234 -0.987
C -4.253 3.294 -0.803
C -5.212 3.549 -1.764
C -5.263 2.741 -2.884
C -4.392 1.669 -3.098
P -2.151 1.952 0.259
C -1.178 3.418 0.597
C -0.047 3.698 -0.171
C 0.653 4.878 0.024
C 0.221 5.787 0.981
C -0.913 5.522 1.739
C -1.615 4.342 1.551
C -2.932 1.391 1.773
C -2.246 1.488 2.988
C -2.837 1.013 4.148
C -4.099 0.430 4.097
C -4.771 0.315 2.887
C -4.191 0.791 1.721
H -4.419 1.178 -6.508
H -3.327 2.201 -5.568
H -5.059 2.546 -5.618
H -6.091 -0.369 -5.293
H -6.713 1.022 -4.428
H -6.146 -0.389 -3.528
H -4.207 -1.020 -6.231
H -2.589 -2.846 -6.393
H -0.902 -3.142 -4.606
H 2.085 -3.288 -2.697
H 4.150 -2.823 -3.936
H 4.456 -0.660 -5.084
H 2.666 1.043 -5.023
H 0.588 0.607 -3.799
H -1.907 -4.135 -2.636
H -1.758 -6.325 -1.536
H -0.077 -6.722 0.230
H 1.467 -4.908 0.903
H 1.361 -2.729 -0.198
H -4.188 3.913 0.084
H -5.908 4.367 -1.642
H -6.013 2.950 -3.636
H 0.290 3.021 -0.948
H 1.527 5.091 -0.577
H 0.763 6.711 1.132
H -1.254 6.237 2.475
H -2.495 4.150 2.153
H -1.265 1.943 3.033
H -2.321 1.112 5.094
H -4.565 0.080 5.009
H -5.760 -0.124 2.854
H -4.735 0.727 0.785
Br 5.385 1.252 3.936
C 4.677 0.977 2.233
C 5.540 0.867 1.133
N 5.143 0.654 -0.122
C 3.840 0.573 -0.339
C 2.901 0.678 0.695
C 3.323 0.877 2.020
C 1.522 0.554 0.375
O 0.555 0.322 1.201
O 1.086 0.610 -0.865
H 6.610 0.960 1.286
H 3.515 0.401 -1.360
H 2.616 0.965 2.834
C -4.058 -4.278 2.813
C -3.210 -3.282 2.090
C -3.466 -2.953 0.755
C -2.673 -2.035 0.119
N -1.633 -1.423 0.733
C -1.388 -1.719 2.027
C -2.149 -2.631 2.717
H -4.253 -5.149 2.187
H -5.025 -3.825 3.044
H -3.597 -4.599 3.743
H -4.278 -3.417 0.210
H -2.868 -1.761 -0.912
H -0.558 -1.207 2.489
H -1.908 -2.838 3.751
*
```

total energy of number 3 (C51H41F3N5O4P2RbS)? -107418.422 eV

Among the records above, which one has the lowest HOMO energy? C51H42BrN2O3P2Ti